Density functional theory data (ωB97M-V/def2-TZVPD) for C6H12O in the gas phase at a distorted geometry.

Each line ends with the Mulliken charge.
Geometry (Å):
C1 -1.43 0.66 -1.52  -1.455
C2 -0.66 -0.35 -0.67  0.303
C3 0.84 -0.35 -0.91  -0.767
C4 1.37 -1.13 0.30  -0.609
O1 0.40 -1.08 1.32  -0.408
C5 -0.63 -0.20 0.90  0.114
C6 0.21 1.00 1.71  -1.102
H1 -1.25 0.51 -2.59  0.364
H2 -2.52 0.59 -1.37  0.374
H3 -1.12 1.68 -1.27  0.310
H4 -1.04 -1.36 -0.95  0.318
H5 1.19 0.69 -0.93  0.281
H6 1.14 -0.83 -1.85  0.420
H7 2.36 -0.76 0.63  0.291
H8 1.41 -2.20 0.13  0.344
H9 -1.57 -0.70 1.26  0.307
H10 1.30 0.82 2.00  0.252
H11 0.24 1.91 1.14  0.324
H12 -0.27 1.10 2.68  0.339

Values from the calculation:
SMILES	C[C@@H]1OCC[C@@H]1C
maximum force	2.8	eV/A
LUMO	1.07	eV
electronic energy	-310.97335	hartree
HOMO energy	-8.617	eV
relative energy (zero: lowest compared OMol25 entry of this formula, charge and spin)	225.59	kJ/mol